The following is a DFT calculation (ωB97M-V/def2-TZVPD) of a structure of composition C28H30AlF19O6Si in a non-equilibrium geometry.

For the gap between HOMO and LUMO, the calculation gives 3.12 eV. The value obtained for the total energy is -107918.487 eV. Its charge is -2.

```
85
Properties=species:S:1:pos:R:3:forces:R:3
C 6.2417 -1.8763 1.9612 0.410 -0.065 -0.391
Si 5.8146 -1.5517 0.1574 -1.013 -0.474 0.048
C 4.7622 -2.9782 -0.4778 0.631 0.050 -0.302
C 4.8717 0.0634 -0.1551 0.609 0.075 0.107
C 4.8310 1.0814 1.0081 0.860 -0.697 0.014
C 3.7370 0.8256 2.0115 -1.270 0.899 -0.734
F 4.1622 -0.0269 3.0030 0.450 -0.068 0.240
F 3.5342 2.0701 2.6786 0.304 0.054 0.262
Al 1.9370 0.1927 1.2627 -0.418 -1.204 0.345
C 1.9109 -1.8316 0.9732 0.273 0.018 0.290
O 2.0065 -2.6213 1.9627 0.097 0.140 -0.011
O 1.7844 -2.2197 -0.2258 -0.148 -0.025 -0.423
O 1.2548 1.0290 -0.1896 0.236 -0.294 0.287
C -0.0889 0.8267 0.0190 0.875 0.872 0.549
O -0.7914 1.4413 -1.0582 -0.799 0.115 0.033
C -0.3915 1.4134 1.4444 1.153 -0.618 1.165
C 0.0424 2.8744 1.7054 -1.588 0.043 -0.127
C -0.9765 3.9734 1.3469 0.804 0.313 -0.453
C -0.9658 4.5080 -0.0965 -0.249 0.767 0.292
C 0.4196 4.9378 -0.5946 -0.104 -0.527 -0.223
O 1.0588 3.9897 -1.4325 0.304 0.182 0.041
C -1.7489 1.0309 2.0650 0.027 0.313 -0.967
C -2.9445 1.1664 1.1060 -0.384 -0.291 0.777
C -4.1212 0.3132 1.5849 1.068 0.766 0.261
F -4.1094 0.2480 2.9416 -0.380 -0.245 0.215
F -3.9737 -0.9575 1.1439 -0.355 -0.146 -0.291
C -5.5176 0.9075 1.2007 0.437 0.106 0.409
F -5.8717 1.7370 2.2048 -0.160 0.141 0.124
F -5.3999 1.6867 0.1091 -0.325 -0.330 -0.384
C -6.6898 -0.1174 1.0889 0.616 0.059 0.514
F -6.5018 -1.0331 2.0592 0.001 -0.158 0.002
F -7.8377 0.5154 1.3921 -0.273 0.203 -0.540
C -6.8348 -0.8824 -0.2456 -0.405 -0.633 -0.481
F -6.6083 -0.1081 -1.3215 -0.091 0.253 0.146
F -5.9686 -1.9052 -0.3030 0.114 -0.004 0.258
C -8.2576 -1.4940 -0.4230 -0.295 0.273 0.220
F -8.7374 -1.9771 0.7379 0.329 -0.238 0.119
F -9.1080 -0.5237 -0.8062 0.082 0.074 -0.270
C -8.3687 -2.6652 -1.4441 -0.749 -0.006 -0.212
F -7.8389 -3.7901 -0.9680 0.518 0.091 0.137
F -9.7076 -2.9047 -1.5604 -0.046 0.175 0.020
C -7.8876 -2.4074 -2.8871 0.121 -0.205 -0.758
F -8.3036 -1.2087 -3.3335 -0.205 0.088 0.253
F -6.5530 -2.4349 -2.9908 -0.032 -0.201 0.398
C -8.4506 -3.4573 -3.9134 0.929 0.384 -0.705
F -8.2936 -4.7107 -3.4977 -0.410 0.159 0.103
F -9.7096 -3.2009 -4.2487 -0.071 -0.324 0.348
F -7.7155 -3.3145 -5.0366 -0.219 -0.071 0.238
O 0.5182 0.6744 2.2862 0.198 0.284 -0.685
C 7.4863 -1.5359 -0.7901 -1.604 -0.007 1.058
C 8.4177 -2.4932 -0.4666 -0.155 -0.660 0.532
C 9.6301 -2.5154 -1.0772 1.539 -1.021 0.197
C 9.9673 -1.5927 -2.0232 0.748 0.199 -0.595
C 9.0405 -0.6566 -2.3655 0.174 1.152 -0.945
C 7.8189 -0.6243 -1.7548 -0.588 0.642 -0.326
H 5.3752 -2.1394 2.5585 -0.254 0.244 -0.038
H 6.7514 -1.0048 2.3688 -0.020 0.010 0.297
H 6.9250 -2.7273 2.0150 0.128 -0.014 -0.018
H 4.0698 -2.6201 -1.2366 -0.149 0.046 -0.012
H 4.1413 -3.4007 0.3104 -0.085 0.056 0.090
H 5.3790 -3.7599 -0.9355 0.036 -0.086 0.116
H 3.8886 -0.2103 -0.5464 -0.143 0.081 0.146
H 5.3886 0.5652 -0.9784 -0.056 -0.022 -0.168
H 4.7562 2.0930 0.6197 -0.397 0.112 0.004
H 5.8009 1.0334 1.5282 -0.008 0.171 0.104
H -0.3018 -0.2504 0.1262 -0.374 -0.072 -0.472
H -1.2437 0.7622 -1.5626 0.219 -0.189 -0.048
H 0.1538 2.9062 2.7885 0.073 -0.079 0.120
H 1.0303 3.0663 1.3025 0.071 -0.087 -0.335
H -0.7312 4.8484 1.9593 -0.050 0.004 0.170
H -1.9929 3.6945 1.6224 -0.030 -0.087 0.094
H -1.4770 3.8581 -0.8021 0.268 -0.278 -0.105
H -1.5422 5.4439 -0.0680 -0.243 -0.085 -0.043
H 0.3565 5.8911 -1.1301 -0.045 0.159 0.139
H 1.0759 5.0577 0.2656 0.093 0.179 0.063
H 0.7649 4.1397 -2.3321 -0.150 -0.207 -0.047
H -1.8992 1.6551 2.9452 -0.118 -0.011 0.103
H -1.6169 0.0129 2.4127 -0.046 -0.200 -0.083
H -3.2301 2.2130 1.0884 -0.240 0.066 -0.334
H -2.7104 0.8264 0.1041 0.058 0.179 -0.114
H 8.2216 -3.2541 0.2736 -0.226 -0.020 0.168
H 10.3760 -3.2529 -0.8053 -0.057 -0.170 0.107
H 10.9372 -1.5848 -2.4970 0.169 -0.123 -0.013
H 9.2575 0.1047 -3.1043 0.151 -0.019 -0.128
H 7.1215 0.1432 -2.0577 -0.149 0.068 0.060
```
Positions in Å, forces in eV/Å.